[1]
Molecular formula: C42H40AsIrN6OPS
Method: DFT, ωB97M-V/def2-TZVPD

```
! RIJCOSX wB97M-V def2-TZVPD def2/J DEFGRID3
* xyz 4 2
Ir -0.5680 1.2957 0.0771
C 3.0483 5.2184 -1.0417
N 2.4987 3.9274 -0.5925
C 3.2155 2.9437 0.0316
C 2.3552 1.9223 0.2991
N 1.1216 2.2909 -0.1782
C 1.2261 3.5151 -0.7080
P -0.1629 4.4517 -1.4119
C -1.2459 4.1567 0.0291
N -1.4297 2.9723 0.6428
C -2.3219 3.1598 1.6710
C -2.6731 4.4733 1.6744
N -1.9964 5.0768 0.6524
C -2.1029 6.5046 0.3020
C -0.8097 3.0397 -2.3426
N -0.9539 1.8155 -1.8272
C -1.4888 1.0091 -2.8004
C -1.6600 1.7721 -3.9172
N -1.2342 3.0358 -3.6173
C -1.2667 4.1803 -4.5426
H 4.1092 5.2364 -0.8129
H 2.5601 6.0357 -0.5164
H 2.9142 5.3285 -2.1150
H 4.2664 3.0460 0.2456
H 2.5299 0.9839 0.8010
H -2.6512 2.3702 2.3211
H -3.3471 5.0133 2.3186
H -2.7704 6.9805 1.0135
H -2.5146 6.6133 -0.6984
H -1.1260 6.9778 0.3609
H -1.7034 -0.0353 -2.6423
H -2.0563 1.5120 -4.8845
H -1.4814 3.8088 -5.5398
H -0.3020 4.6809 -4.5519
H -2.0482 4.8778 -4.2494
C 5.1072 -4.4036 -3.9954
C 5.5358 -3.1440 -3.5907
C 4.6683 -2.3041 -2.9143
C 3.3707 -2.7414 -2.6505
C 2.9253 -4.0032 -3.0582
C 3.8123 -4.8317 -3.7260
As 2.1866 -1.6390 -1.6244
C 0.4025 -2.0760 -2.1090
C -0.6518 -2.0938 -1.1853
C -1.9198 -2.4698 -1.6026
C -2.1558 -2.7625 -2.9439
C -1.1229 -2.6848 -3.8732
C 0.1532 -2.3292 -3.4638
C 2.5709 -2.0246 0.2246
C 1.7553 -2.8141 1.0358
C 2.1765 -3.1118 2.3244
C 3.3904 -2.6336 2.7990
C 4.2032 -1.8519 1.9856
C 3.7905 -1.5359 0.7022
H 5.7909 -5.0620 -4.5142
H 6.5427 -2.8155 -3.8086
H 5.0047 -1.3221 -2.6055
H 1.9301 -4.3573 -2.8257
H 3.4893 -5.8183 -4.0300
H -0.4816 -1.8500 -0.1443
H -2.7249 -2.5537 -0.8831
H -3.1498 -3.0436 -3.2670
H -1.3128 -2.9060 -4.9151
H 0.9547 -2.2680 -4.1903
H 0.8408 -3.2517 0.6632
H 1.5594 -3.7432 2.9503
H 3.7189 -2.8902 3.7976
H 5.1615 -1.5033 2.3466
H 4.4331 -0.9343 0.0682
O -0.9375 -0.0884 1.4612
S -1.4548 0.0290 2.9819
C -3.2178 -0.1827 2.8303
C -3.9257 -0.2606 4.0250
C -5.2999 -0.4284 3.9679
C -5.9449 -0.5034 2.7386
C -5.2214 -0.4243 1.5569
C -3.8436 -0.2490 1.5930
C -0.9620 -1.4562 3.7537
C -1.4507 -2.6915 3.3204
C -1.1349 -3.8139 4.0582
C -0.3481 -3.6982 5.2076
C 0.1380 -2.4661 5.6186
C -0.1689 -1.3240 4.8892
H -3.4208 -0.2028 4.9825
H -5.8671 -0.4992 4.8861
H -7.0210 -0.6081 2.7044
H -5.7300 -0.5010 0.6054
H -3.2761 -0.1807 0.6734
H -2.0822 -2.7672 2.4433
H -1.5205 -4.7794 3.7589
H -0.1267 -4.5812 5.7930
H 0.7431 -2.3860 6.5113
H 0.1876 -0.3534 5.2124
*
```

Its HOMO-LUMO gap (spin up / spin down) is 6.2 / 5.5 eV. The HOMO energy (spin up / spin down) is -17.97 / -17.95 eV. Its max |F| is 1.0 eV/A. The calculation puts the calculated total energy at -5106.47749 hartree.

***

[2]
Molecular formula: C42H40ClFIN2O4
Method: DFT, ωB97M-V/def2-TZVPD

```
! RIJCOSX wB97M-V def2-TZVPD def2/J DEFGRID3
* xyz 1 1
C -0.2261 0.9333 0.2304
C -0.2562 1.8474 -1.0874
C 1.2496 2.0095 -1.5539
C -0.9071 3.2416 -0.6366
C -1.8340 3.8892 -1.7423
N -3.2649 3.5621 -1.5999
C -3.9056 2.3276 -1.3402
C -5.3406 2.4147 -1.2389
C -6.4276 1.3528 -0.9325
C -6.6271 0.2658 -2.0695
C -5.7655 -1.0403 -1.7390
Cl -8.3913 -0.2749 -1.9286
N -5.5428 3.8165 -1.4676
I -7.4068 4.7180 -1.4896
C -4.3301 4.4587 -1.6675
C -4.3112 6.0080 -1.8890
C -4.6759 6.7581 -0.5161
C -4.1652 5.9928 0.7608
F -5.0741 4.9999 1.2237
H 0.2040 -0.0755 0.0065
H 0.3967 1.4642 0.9998
H -1.2872 0.8894 0.6229
H -0.8841 1.3817 -1.8981
H 1.7237 0.9811 -1.5332
H 1.3199 2.4565 -2.5840
H 1.8642 2.6305 -0.8378
H -0.0273 3.9421 -0.4918
H -1.4193 3.1716 0.3649
H -1.6929 5.0069 -1.6699
H -1.4619 3.5307 -2.7479
H -3.3190 1.3916 -1.1947
H -7.4348 1.8376 -0.7645
H -6.1518 0.7941 0.0087
H -6.4688 0.6396 -3.1109
H -5.2398 -1.4469 -2.6508
H -4.9872 -0.8569 -0.9505
H -6.4279 -1.8820 -1.3796
H -4.9354 6.3496 -2.7531
H -3.2401 6.3098 -2.0961
H -5.7796 6.9224 -0.3948
H -4.2024 7.7843 -0.4777
H -3.1251 5.6009 0.5893
H -4.0756 6.7365 1.6094
C 0.0621 1.1762 6.5668
C 0.1665 0.3723 7.6988
C 0.6531 -0.9227 7.5898
C 1.0264 -1.4237 6.3459
C 0.8989 -0.6261 5.2076
C 0.4265 0.6789 5.3238
C 1.2466 -1.1637 3.8691
O 1.1406 -0.4701 2.8725
C 1.7180 -2.5639 3.7605
C 1.9925 -3.0969 2.5049
C 2.4476 -4.4035 2.3894
C 2.6384 -5.1789 3.5303
C 2.3604 -4.6523 4.7846
C 1.8906 -3.3470 4.9024
C 1.5626 -2.8046 6.2433
O 1.7241 -3.4796 7.2411
H -0.3095 2.1909 6.6548
H -0.1302 0.7578 8.6674
H 0.7374 -1.5429 8.4746
H 0.3385 1.3067 4.4448
H 1.8492 -2.4976 1.6136
H 2.6562 -4.8184 1.4099
H 3.0005 -6.1966 3.4402
H 2.5061 -5.2612 5.6693
C 8.2407 -4.1222 -3.4614
C 8.1030 -3.9849 -2.0826
C 6.8741 -3.6420 -1.5369
C 5.7797 -3.4233 -2.3694
C 5.9240 -3.5374 -3.7536
C 7.1546 -3.8986 -4.2957
C 4.7799 -3.2594 -4.6564
O 4.9022 -3.3616 -5.8612
C 3.4835 -2.8450 -4.0627
C 2.4157 -2.5247 -4.8977
C 1.1962 -2.1491 -4.3523
C 1.0351 -2.1004 -2.9698
C 2.0977 -2.4132 -2.1345
C 3.3273 -2.7770 -2.6785
C 4.4670 -3.0750 -1.7755
O 4.3253 -3.0278 -0.5678
H 9.1990 -4.3990 -3.8855
H 8.9555 -4.1477 -1.4333
H 6.7707 -3.5414 -0.4628
H 7.2684 -4.0015 -5.3685
H 2.5348 -2.5641 -5.9743
H 0.3680 -1.8955 -5.0044
H 0.0794 -1.8138 -2.5442
H 1.9691 -2.3695 -1.0588
*
```

Its HOMO-LUMO gap is 6.8 eV. The HOMO energy is -11.09 eV. Its max |F| is 4.6 eV/A. The calculation puts the calculated total energy at -2892.43319 hartree.

***

[3]
Molecular formula: C42H40IrN3O8S
Method: DFT, ωB97M-V/def2-TZVPD

```
! RIJCOSX wB97M-V def2-TZVPD def2/J DEFGRID3
* xyz 0 5
Ir 1.6821 0.1823 -0.2757
C -4.4251 1.1158 1.9111
C -3.2985 0.1045 1.8680
C -3.6938 -1.2268 2.4951
O -2.8836 -0.0960 0.5138
C -1.4634 -0.0206 0.4210
C -1.0129 0.1608 1.8864
O -2.1852 0.6653 2.5159
C 0.1651 1.1265 2.1847
O 1.3252 0.5090 1.6992
C 0.2949 1.2355 3.7129
C -0.4877 2.1262 4.4433
C -0.3823 2.1910 5.8224
C 0.5113 1.3672 6.4937
C 1.2956 0.4822 5.7727
C 1.1882 0.4154 4.3899
C 0.0558 2.5287 1.5822
C -1.1123 3.0919 1.0808
C -1.1140 4.3853 0.5700
C 0.0508 5.1314 0.5513
C 1.2237 4.5750 1.0478
C 1.2228 3.2898 1.5574
C -0.9613 -1.2798 -0.3665
O 0.4492 -1.3639 -0.3559
C -1.4050 -1.1880 -1.8315
C -2.2953 -0.2355 -2.3131
C -2.6545 -0.2184 -3.6563
C -2.1267 -1.1476 -4.5345
C -1.2313 -2.1017 -4.0614
C -0.8768 -2.1205 -2.7237
C -1.4973 -2.5560 0.2747
C -2.7375 -3.0729 -0.0842
C -3.2345 -4.2093 0.5327
C -2.4974 -4.8444 1.5216
C -1.2554 -4.3406 1.8791
C -0.7545 -3.2073 1.2540
H -5.3480 0.6745 1.5364
H -4.1795 1.9820 1.2978
H -4.5822 1.4380 2.9395
H -4.4840 -1.6984 1.9124
H -4.0473 -1.0671 3.5137
H -2.8387 -1.9033 2.5173
H -1.1927 0.8730 -0.1538
H -0.7399 -0.8050 2.3230
H -1.1821 2.7742 3.9264
H -0.9974 2.8904 6.3747
H 0.5962 1.4192 7.5718
H 2.0001 -0.1608 6.2862
H 1.8069 -0.2665 3.8228
H -2.0341 2.5311 1.1005
H -2.0379 4.8035 0.1894
H 0.0515 6.1397 0.1563
H 2.1423 5.1477 1.0386
H 2.1364 2.8572 1.9463
H -2.7431 0.4824 -1.6409
H -3.3525 0.5299 -4.0120
H -2.4057 -1.1300 -5.5807
H -0.8195 -2.8407 -4.7385
H -0.1842 -2.8649 -2.3486
H -3.3234 -2.5733 -0.8437
H -4.2026 -4.5988 0.2435
H -2.8852 -5.7311 2.0067
H -0.6696 -4.8326 2.6455
H 0.2231 -2.8244 1.5170
O 2.1746 -0.4437 -2.6004
C 1.4688 -0.0551 -3.5303
C 0.6692 1.1374 -3.5526
C -0.0540 1.3728 -4.7286
C -0.8370 2.4934 -4.8398
C -0.9215 3.4262 -3.7987
C -0.2195 3.2154 -2.6449
C 0.5917 2.0621 -2.4686
O 1.2066 1.9373 -1.3405
N -1.6165 2.6999 -6.0489
O -2.2702 3.7237 -6.1378
O -1.5517 1.8505 -6.9215
H 1.4349 -0.6556 -4.4503
H -0.0072 0.6642 -5.5432
H -1.5469 4.2980 -3.9226
H -0.2681 3.9082 -1.8146
C 6.7882 -1.5260 0.7999
N 5.8376 -1.9958 -0.1752
C 6.0646 -3.2248 -0.9255
C 4.8234 -3.3168 -1.8344
N 4.0359 -2.1657 -1.4130
C 4.6738 -1.4279 -0.5107
S 4.1052 0.0320 0.1552
H 6.8964 -2.2540 1.6069
H 6.4391 -0.5850 1.2154
H 7.7607 -1.3713 0.3285
H 6.1420 -4.0740 -0.2424
H 6.9965 -3.1577 -1.4911
H 4.2692 -4.2420 -1.6800
H 5.0848 -3.2421 -2.8906
H 3.2440 -1.7843 -1.9263
*
```

Its HOMO-LUMO gap (spin up / spin down) is 7.2 / 7.2 eV. The HOMO energy (spin up / spin down) is -7.39 / -8.40 eV. Its max |F| is 0.5 eV/A. The calculation puts the calculated total energy at -2893.02972 hartree.

***

[4]
Molecular formula: C42H41CoNO3P2S
Method: DFT, ωB97M-V/def2-TZVPD

```
! RIJCOSX wB97M-V def2-TZVPD def2/J DEFGRID3
* xyz 0 4
Co 1.7828 -0.9477 2.9756
C -2.7687 0.3034 5.0186
C -3.0813 -0.0314 3.7506
C -3.2508 0.8777 2.5532
C -1.9968 1.6655 2.0698
C -1.4915 2.8020 2.9456
C -1.8817 3.1293 4.1736
C -3.1756 2.8500 4.8562
C -3.1207 1.5615 5.7397
C 3.7819 -1.3476 2.5833
H -2.3540 -0.4670 5.6673
H -3.1104 -1.1004 3.4767
H -4.0729 1.5709 2.7683
H -3.5776 0.2271 1.7139
H -1.1732 0.9323 1.9636
H -2.1539 2.0479 1.0447
H -0.4745 3.1293 2.6606
H -1.1631 3.6601 4.8120
H -3.9841 2.6931 4.1350
H -3.4026 3.7152 5.5070
H -2.3928 1.7077 6.5457
H -4.0828 1.4411 6.2630
H 3.9232 -2.0762 3.3969
H 4.4244 -0.4628 2.6928
H 3.7339 -1.7984 1.5792
P -0.0780 -2.0068 -3.7817
P 1.7752 0.4423 -4.1609
C -0.7837 -0.4688 -4.4286
C 0.0488 0.5718 -4.6931
C -0.7693 -3.1509 -5.0883
C -1.8800 -2.8633 -5.8970
C -2.2944 -3.7688 -6.8810
C -1.6108 -4.9646 -7.0834
C -0.4888 -5.2468 -6.2953
C -0.0590 -4.3446 -5.3186
C -1.2001 -2.2437 -2.3512
C -0.9548 -1.4110 -1.2418
C -1.7219 -1.5520 -0.0826
C -2.7842 -2.4744 -0.0651
C -3.0316 -3.2892 -1.1728
C -2.2201 -3.2020 -2.3051
C 2.4721 1.0218 -5.8312
C 2.3076 0.1777 -6.9522
C 2.7283 0.5898 -8.2223
C 3.3110 1.8469 -8.4056
C 3.4888 2.6767 -7.2982
C 3.0926 2.2596 -6.0234
C 1.8948 1.9795 -3.1761
C 3.0896 2.1490 -2.4438
C 3.3092 3.3284 -1.7337
C 2.3357 4.3406 -1.7446
C 1.1341 4.1559 -2.4382
C 0.9016 2.9638 -3.1290
H -1.8643 -0.4040 -4.5805
H -0.2558 1.4698 -5.2463
H -2.4316 -1.9349 -5.7764
H -3.1654 -3.5337 -7.4947
H -1.9402 -5.6752 -7.8479
H 0.0540 -6.1780 -6.4443
H 0.8303 -4.5622 -4.7251
H -0.1662 -0.6557 -1.2969
H -1.4886 -0.9564 0.8038
H -3.4139 -2.5413 0.8267
H -3.8631 -4.0030 -1.1573
H -2.3911 -3.8615 -3.1554
H 1.8380 -0.8015 -6.8392
H 2.6053 -0.0725 -9.0813
H 3.6293 2.1695 -9.4006
H 3.9456 3.6550 -7.4313
H 3.2659 2.9281 -5.1778
H 3.8378 1.3539 -2.4461
H 4.2385 3.4575 -1.1708
H 2.5134 5.2687 -1.1985
H 0.3681 4.9365 -2.4371
H -0.0511 2.8122 -3.6342
O 0.5192 -2.5667 5.2150
C 0.8927 -1.5231 5.7635
N 1.3879 -0.4837 4.9940
S 1.6736 0.9566 5.8243
O 3.0683 1.3279 5.7956
O 0.6654 1.9366 5.5806
C 1.2966 0.1485 7.3759
C 1.3425 0.7578 8.6308
C 0.9813 0.0040 9.7628
C 0.5754 -1.3415 9.6127
C 0.5253 -1.9224 8.3355
C 0.8915 -1.1555 7.2033
H 1.6410 1.7995 8.7031
H 0.9955 0.4669 10.7515
H 0.2902 -1.9144 10.5032
H 0.2088 -2.9616 8.2112
*
```

Its HOMO-LUMO gap (spin up / spin down) is 7.1 / 6.4 eV. The HOMO energy (spin up / spin down) is -7.87 / -7.87 eV. Its max |F| is 2.7 eV/A. The calculation puts the calculated total energy at -4368.99803 hartree.